Entry 1:
DFT (the ωB97M-V functional and the def2-TZVPD basis) results for a molecular structure, C7H10FI2N in a non-equilibrium geometry.

Each line ends with the Löwdin charge.
Element x y z (Å)
C: -1.372 -0.424 0.451  -0.189
C: -0.062 -0.164 0.218  -0.260
C: 1.030 -0.271 1.164  -0.412
C: 1.749 -1.662 0.944  -0.017
C: 0.527 1.909 -1.144  -0.092
C: 0.508 0.331 -1.067  -0.215
C: -2.537 -0.237 -0.425  -1.115
N: 1.277 0.601 2.042  0.180
F: -2.370 -0.365 -1.785  -0.169
I: -3.627 1.770 -0.080  0.663
I: -4.010 -1.924 -0.136  0.710
H: -1.791 -0.577 1.451  0.102
H: 1.760 -2.081 -0.121  0.098
H: 2.786 -1.634 1.399  0.095
H: 0.987 -2.332 1.338  0.075
H: -0.502 2.420 -0.785  0.081
H: 0.747 2.265 -2.226  0.086
H: 1.365 2.379 -0.537  0.074
H: 1.500 -0.183 -1.231  0.112
H: -0.100 -0.160 -1.969  0.146
H: 2.135 0.342 2.499  0.047

E: -27827.399 eV
energy relative to the best compared isomer or geometry (same formula, charge and spin): 3.1 kcal per mole
LUMO energy: -0.0321 Eh
HOMO: -9.3531 eV



Entry 2:
DFT (the ωB97M-V functional and the def2-TZVPD basis) results for 2 unconnected molecules or ions with the total composition CClFN2O3 in a non-equilibrium geometry.

Each line ends with the Löwdin charge.
Element x y z (Å)
O: -2.559 0.203 0.675  0.101
N: -1.771 0.039 -0.154  -0.636
O: -1.549 0.599 -1.181  0.082
Cl: -0.644 -1.456 0.201  0.637
O: 0.785 1.660 0.260  0.036
N: 1.400 0.664 0.261  -0.138
C: 1.824 -0.330 -0.171  -0.215
F: 2.515 -1.380 0.108  0.132

E: -25390.978 eV
energy relative to the best compared isomer or geometry (same formula, charge and spin): 52.8 kcal per mole
structure (SMILES): O=[N+]([O-])Cl.[O-][N+]#CF
LUMO energy: -0.0455 Eh
HOMO: -9.9365 eV